The following is a quantum chemistry calculation of C38H33Cl4CuF12N7O18S4 as an isolated structure, from OMol25.

Net charge ... -1
Molar mass ... 1437.32 g/mol
HOMO (alpha / beta) ... -3.6 / -6.9 eV
Spin multiplicity ... 3
Energy above the lowest of the compared OMol25 structures with the same formula, charge and spin ... 0.0 kJ/mol
Lowest unoccupied orbital energy (alpha / beta) ... 0.0202 / -0.0607 hartree

Atoms and positions in Å:
Cu  -7.251  -5.310  11.958
Cl  -13.884  -7.217  8.169
Cl  -12.805  -5.658  5.265
Cl  -14.154  -8.859  11.698
Cl  -11.341  -10.497  12.045
S  -7.924  -4.958  8.777
S  -9.293  -2.910  13.736
S  -8.201  -7.402  9.464
S  -10.208  -5.067  12.726
F  -6.557  -4.747  6.534
F  -6.996  -1.739  12.806
F  -8.790  -1.464  11.629
F  -5.371  -5.560  8.140
F  -10.688  -4.780  10.021
F  -7.896  -9.899  10.092
F  -6.149  -8.772  10.639
F  -11.127  -3.085  11.168
F  -5.872  -3.393  8.222
F  -8.636  -0.302  13.358
F  -12.506  -4.637  11.248
F  -8.063  -8.636  11.871
O  -3.767  -3.899  10.810
O  -4.659  3.908  9.334
O  -4.586  -3.001  13.846
O  -6.866  -3.060  21.804
O  -10.711  -2.458  13.692
O  -9.623  -7.513  9.587
O  -8.753  -3.076  15.073
O  -6.138  -8.063  14.737
O  -7.495  -6.868  13.628
O  -8.208  -3.699  9.467
O  -6.035  -4.498  13.609
O  -5.943  -3.676  10.899
O  -8.925  -5.215  7.768
O  -4.177  5.811  10.133
O  -9.762  -6.301  12.105
O  -7.202  -5.156  21.696
O  -7.673  -7.779  8.159
O  -11.166  -5.148  13.893
N  -7.247  -7.672  14.514
N  -4.821  4.738  10.188
N  -7.387  -4.034  21.278
N  -4.760  -3.198  10.832
N  -7.577  -6.098  10.093
N  -8.796  -4.159  12.933
N  -5.281  -3.816  14.342
C  -7.472  -8.764  10.620
C  -9.539  -9.930  16.449
C  -8.303  -1.534  12.858
C  -7.199  2.965  12.551
C  -6.414  3.233  11.454
C  -4.043  0.937  10.472
C  -3.232  0.179  11.299
C  -7.254  3.878  13.576
C  -4.921  -4.373  18.606
C  -5.209  -4.046  15.791
C  -11.202  -4.400  11.134
C  -8.322  -8.137  15.356
C  -5.785  5.379  12.393
C  -4.539  -1.751  10.725
C  -6.299  -4.604  7.840
C  -8.447  -2.524  19.622
C  -3.466  -1.177  11.397
C  -4.120  -3.469  16.467
C  -9.994  -3.387  17.976
C  -9.854  -4.726  18.525
C  -8.458  -9.477  15.766
C  -8.276  -3.813  20.125
C  -5.778  4.459  11.313
C  -6.178  -4.699  16.539
C  -4.014  -3.592  17.868
C  -11.844  -6.743  6.365
C  -6.053  -4.867  17.916
C  -11.791  -9.099  13.080
C  -5.192  0.415  9.827
C  -12.596  -8.129  12.208
C  -10.503  -9.030  16.763
C  -10.352  -7.650  16.527
C  -5.432  -0.953  9.985
C  -6.524  5.088  13.529
C  -9.265  -7.182  15.813
C  -9.040  -4.871  19.657
C  -12.275  -6.529  7.820
C  -9.305  -2.273  18.516
H  -5.191  6.274  12.274
H  -12.153  -7.891  11.241
H  -11.475  -9.253  17.177
H  -10.544  -5.464  18.142
H  -12.257  -5.502  8.186
H  -10.759  -6.684  6.279
H  -6.794  -5.500  18.380
H  -9.093  -6.181  15.445
H  -4.838  -4.485  19.677
H  -7.833  -1.707  19.972
H  -5.884  1.002  9.241
H  -9.292  -1.327  17.994
H  -7.680  1.999  12.596
H  -9.748  -10.962  16.688
H  -6.309  -1.315  9.468
H  -6.997  -5.208  16.053
H  -6.546  5.856  14.289
H  -7.626  -10.100  15.472
H  -12.292  -9.554  13.934
H  -12.835  -7.205  12.735
H  -3.310  -3.015  15.915
H  -11.129  -6.925  16.720
H  -8.988  -5.851  20.108
H  -11.914  -7.755  5.967
H  -10.631  -3.299  17.109
H  -11.653  -7.049  8.549
H  -3.822  1.964  10.221
H  -10.890  -8.549  13.353
H  -2.840  -1.756  12.060
H  -6.475  2.497  10.665
H  -2.326  0.603  11.707
H  -7.933  3.673  14.391
H  -3.102  -3.238  18.326